1.
A cluster of 2 separate species, C4H4 in total at a distorted geometry, computed with wB97M-V/def2-TZVPD.

```
8
C4H4 (wB97M-V/def2-TZVPD)
C 0.3760 0.6187 -0.6169
C 0.8243 -0.5495 0.2608
C -0.4141 -0.5817 -0.5970
C -0.3017 0.2787 0.6084
H 0.7856 1.4434 -1.0975
H 1.8278 -0.9815 0.4469
H -1.0522 -1.2030 -1.2343
H -1.6959 0.7877 1.5539
```

Properties
* HOMO-LUMO gap: 8.5812 eV
* E_tot: -4204.3861 eV
* energy relative to the best compared isomer or geometry (same formula, charge and spin): 5.772 eV
* LUMO: 0.0 eV

=====

2.
An isolated molecule of C4H4 at a distorted geometry, computed with wB97M-V/def2-TZVPD.

```
8
C4H4 (wB97M-V/def2-TZVPD)
C -2.2034 -0.0834 -0.0197
C -1.0131 0.1223 -0.1865
C 0.3853 0.5261 -0.0803
C 1.4949 -0.2882 -0.0050
H -3.1761 -0.5220 0.2281
H 0.5173 1.6052 0.1784
H 2.6176 0.0514 -0.0205
H 1.3774 -1.4113 -0.0946
```

Properties
* structure (SMILES): C#CC=C
* HOMO-LUMO gap: 10.0318 eV
* E_tot: -4209.6065 eV
* energy relative to the best compared isomer or geometry (same formula, charge and spin): 0.552 eV
* LUMO: 0.7 eV

=====

3.
A cluster of 14 separate species, C4H40N2O13 in total at a distorted geometry, computed with wB97M-V/def2-TZVPD.

```
59
C4H40N2O13 (wB97M-V/def2-TZVPD)
C -0.1671 0.7186 -2.1129
C -1.1499 0.4501 -0.9761
C -0.6328 -0.6336 -0.0297
C 0.6125 -0.2498 0.7779
N 0.2594 0.6445 1.9368
N -2.4452 -0.0356 -1.5549
H 0.7702 1.2087 -1.7141
H 0.0830 -0.1961 -2.6518
H -0.5108 1.4360 -2.8664
H -1.3397 1.4071 -0.4642
H -0.3756 -1.5245 -0.6242
H -1.4197 -0.9555 0.6908
H 1.1384 -1.1723 1.1646
H 1.3643 0.2517 0.1706
H -0.3847 0.2116 2.6131
H 1.1504 0.9202 2.3861
H -0.2086 1.5056 1.6306
H -2.9610 0.7939 -1.9885
H -3.0240 -0.4076 -0.8128
H -2.2971 -0.7983 -2.2598
H -1.8300 -2.3185 -4.1535
H -1.4973 -3.0775 -2.8276
O -1.6518 -2.1812 -3.1842
H 2.1565 -4.6106 0.5329
H 0.9945 -3.6204 0.9136
O 1.6713 -3.8319 0.2375
H -4.0091 2.7093 -2.9529
H -3.3481 2.8942 -1.5398
O -3.6872 2.2296 -2.1798
H 3.9098 -0.9448 -1.3375
H 5.2316 -0.1649 -1.6647
O 4.3752 -0.0713 -1.2485
H -0.3290 -4.0815 2.7154
H 0.0248 -2.5621 2.6560
O -0.2132 -3.3405 2.1169
H 3.5319 -3.0308 -2.1349
H 2.5521 -2.9511 -0.9378
O 3.0798 -2.4116 -1.5752
H 2.5435 4.1750 -1.2905
H 2.8439 2.8899 -0.4372
O 2.1144 3.3751 -0.8826
H 4.6153 2.1912 0.9191
H 4.1096 1.1164 -0.1035
O 3.8107 1.8171 0.5615
H -2.8271 0.1596 3.2077
H -2.3743 -0.7825 2.0441
O -2.0703 -0.1053 2.6594
H -0.6516 -0.6084 3.2714
H 0.4533 -0.9407 4.3327
O 0.2885 -1.0010 3.3795
H 0.7380 3.5736 0.0502
H 0.0551 4.1167 1.3453
O -0.0418 3.4242 0.6644
H -1.7221 -2.8073 1.4346
H -3.2572 -2.9015 1.2347
O -2.5112 -2.3089 1.1169
H -2.6155 4.7605 -0.3885
H -1.5337 3.6726 -0.0017
O -2.4542 3.8280 -0.4051
```

Properties
* <S²>: 0.750
* HOMO-LUMO gap (alpha / beta): 2.6630 / 11.5302 eV
* E_tot: -34387.6685 eV
* total charge: +1
* 2S+1: 2
* LUMO (alpha / beta): -2.2 / -2.3 eV

=====

4.
A cluster of 15 separate species, C4H40N2O15 in total at a distorted geometry, computed with wB97M-V/def2-TZVPD.

```
61
C4H40N2O15 (wB97M-V/def2-TZVPD)
N 1.2533 -1.4130 2.0782
C 0.3363 -1.1157 0.9455
C 1.1170 -1.0525 -0.3514
O 1.8611 -2.1769 -0.6707
C -0.2376 0.3063 1.1949
N -1.5466 0.2239 1.9122
C -1.5227 1.0030 3.1848
H 2.1963 -1.4361 1.6830
H 1.1124 -2.3364 2.4660
H -0.5175 -1.7910 0.8625
H 0.3615 -0.8119 -1.1102
H 1.8542 -0.2415 -0.3468
H 1.5471 -3.0272 -1.0080
H -0.5075 0.8139 0.2868
H 0.4889 0.7492 1.8628
H -1.7099 -0.6980 2.3061
H -0.8232 1.8339 3.0684
H -1.1606 0.4705 4.0651
H -2.4830 1.4937 3.3409
H 3.4104 3.4288 -1.2023
H 2.4409 2.1600 -1.1932
O 3.2928 2.5262 -0.9026
H 0.2350 2.6721 -2.2191
H 0.2995 1.0413 -1.9224
O 0.7577 1.8602 -2.1083
H 1.7898 3.7773 1.8150
H 0.4992 3.8195 2.7435
O 0.9084 4.1381 1.9379
H 1.9169 0.0914 2.8848
H 2.7123 0.4955 4.0996
O 2.3571 0.8778 3.2872
H -1.4838 2.6938 -0.1343
H -2.2398 1.2608 -0.0903
O -1.8853 1.9705 -0.6271
H -2.0439 -3.7521 0.5130
H -0.7911 -4.1938 1.2935
O -1.2481 -4.2879 0.4533
H -5.2509 1.0440 -0.6784
H -4.1017 0.7244 0.2882
O -4.2952 0.9427 -0.6327
H -1.7046 3.0941 -2.1716
H -1.2600 4.0778 -3.2673
O -1.2091 3.9204 -2.3183
H 4.4992 -1.1461 0.7858
H 3.6215 -2.3650 0.4259
O 4.1868 -2.0002 1.1242
H -4.3207 0.2358 -3.3571
H -3.2659 0.5660 -2.2119
O -3.4116 0.4582 -3.1599
H -2.3889 -4.0179 -1.8644
H -3.5071 -2.9265 -2.0067
O -2.7531 -3.3361 -2.4434
H -1.3899 -0.5480 -3.1088
H -1.5587 -1.9634 -2.4418
O -0.9308 -1.2353 -2.6106
H 4.1401 1.0054 1.8174
H 5.1315 1.1392 0.6408
O 4.9766 0.6671 1.4672
H 0.0398 -3.5426 -3.0847
H 1.2572 -2.6280 -2.8237
O 0.9484 -3.5394 -2.7669
```

Properties
* HOMO-LUMO gap: 8.9276 eV
* E_tot: -38489.4882 eV
* energy relative to the best compared isomer or geometry (same formula, charge and spin): 4.027 eV
* LUMO: -0.5 eV

=====

5.
A cluster of 15 separate species, C4H41N2O14 in total at a distorted geometry, computed with wB97M-V/def2-TZVPD.

```
61
C4H41N2O14 (wB97M-V/def2-TZVPD)
N -0.4675 -1.7750 0.5572
C -0.2029 -0.7507 -0.5022
C 0.6258 0.4061 0.0117
N 1.7805 0.1893 0.8455
C 2.9343 1.0406 0.5059
C 4.1593 0.4832 1.2266
H -1.4272 -2.1825 0.4425
H -0.4636 -1.3753 1.5089
H 0.2012 -2.5447 0.5232
H 0.3143 -1.1939 -1.3622
H -1.1215 -0.3770 -0.9438
H -0.0845 1.0327 0.5933
H 0.7786 1.0378 -0.8604
H 2.1186 -0.7639 0.7322
H 2.7860 2.0100 0.9826
H 3.1995 0.9114 -0.5589
H 5.0878 0.9604 0.8647
H 4.2015 0.6425 2.3257
H 4.4429 -0.5800 1.1703
H -1.1349 1.4558 3.7693
H -2.6837 1.6773 3.9363
O -1.9747 1.0413 4.0660
H -3.1111 -2.2183 -0.9993
H -2.1473 -3.4009 -1.5885
O -2.4185 -2.8766 -0.8334
H 0.7459 2.7335 2.7685
H 0.9637 1.2203 2.8448
O 0.2620 1.9064 2.8829
H 1.5769 0.5534 -3.4777
H 0.3254 -0.0873 -4.0998
O 0.6229 0.4914 -3.3629
H -3.2841 0.8225 -2.6453
H -2.1213 1.3676 -3.3500
O -2.8466 0.7470 -3.5056
H -2.5496 2.7256 0.3179
H -2.1735 2.8902 -1.1836
O -2.3162 2.2264 -0.4756
H -1.4379 -0.9848 -3.6099
H -1.6271 -0.5185 -5.1304
O -1.1850 -1.1021 -4.5220
H 0.9745 5.1251 -1.6741
H -0.0277 4.0532 -1.1291
O 0.8088 4.5092 -0.9569
H 0.1017 -2.5260 3.4237
H 1.0995 -2.2451 4.6891
O 0.9914 -2.3378 3.7427
H -1.7007 3.5906 -3.2665
H -0.4846 2.8770 -2.7181
O -1.1621 3.5293 -2.4620
H 2.6055 -3.0212 1.3669
H 1.5012 -3.8409 2.1389
O 1.7636 -3.4808 1.2862
H -3.1357 0.6076 -0.7515
H -4.1394 -0.4722 -0.4018
O -3.4308 -0.2833 -1.0426
H -2.2358 -0.6454 2.9678
H -2.6358 -1.9267 3.5164
O -1.9650 -1.5867 2.9102
H 2.8493 -3.6029 -0.5946
H 4.3750 -3.2669 -0.3913
O 3.4990 -2.8973 -0.5180
```

Properties
* <S²>: 0.751
* HOMO-LUMO gap (alpha / beta): 2.2924 / 9.2688 eV
* E_tot: -36455.9726 eV
* 2S+1: 2
* energy relative to the best compared isomer or geometry (same formula, charge and spin): 1.055 eV
* LUMO (alpha / beta): 0.1 / 0.0 eV

=====

6.
A cluster of 15 separate species, C4H41N3O14 in total at a distorted geometry, computed with wB97M-V/def2-TZVPD.

```
62
C4H41N3O14 (wB97M-V/def2-TZVPD)
C 0.1863 0.7400 0.2461
C -0.2237 -0.7357 0.3609
C -1.4740 -1.1085 -0.4878
N -0.9408 -3.7328 -1.6847
C -0.8514 -2.6130 -2.3725
N -1.1457 -1.4227 -1.8738
N 0.5486 1.3105 1.5810
H 1.0370 0.9058 -0.4149
H -0.6313 1.3480 -0.1392
H 0.6204 -1.3741 0.1057
H -0.4756 -0.9571 1.4008
H -2.2261 -0.3152 -0.4920
H -2.0220 -1.9438 -0.0489
H -0.6317 -4.6078 -2.1125
H -1.0775 -3.7550 -0.6348
H -0.5935 -2.6771 -3.4250
H -1.0688 -0.5912 -2.5150
H -0.2380 1.1103 2.2309
H 0.7608 2.3093 1.5015
H 1.3470 0.7970 1.9826
H 0.4281 -1.9342 3.6134
H 1.3717 -1.5845 2.4215
O 0.4284 -1.6113 2.7047
H 1.1864 3.7728 0.0133
H 1.2557 4.4167 1.4281
O 1.2111 3.5792 0.9652
H -3.4505 -2.3522 2.5752
H -2.3505 -1.2454 2.5820
O -2.5394 -2.1617 2.3256
H 2.4716 1.1586 -3.0138
H 1.5816 2.1584 -2.2264
O 1.6352 1.2262 -2.5373
H 2.3499 2.3520 1.7010
H 3.2442 1.8796 2.8919
O 2.6461 1.5688 2.1952
H 2.3648 -0.7831 -1.4320
H 2.2786 -2.2606 -0.9369
O 2.8360 -1.4647 -0.9424
H -2.5336 1.2440 3.2770
H -2.3851 1.6038 1.7724
O -2.1231 0.9481 2.4556
H -3.0318 3.6461 0.8199
H -2.1235 3.0132 -0.2852
O -2.3805 2.9564 0.6540
H 0.1297 1.0795 -3.2256
H -0.9277 0.8495 -4.3550
O -0.8115 0.8551 -3.3958
H -1.4054 -3.3132 1.5685
H -1.0748 -4.8173 1.4635
O -0.9454 -3.9734 1.0049
H 3.0426 -0.1801 1.8968
H 3.0030 -1.3351 0.8445
O 2.8856 -1.1346 1.7889
H 0.7312 -3.7655 0.2333
H 2.0095 -4.4108 -0.3463
O 1.3187 -3.7572 -0.5429
H 1.2954 4.5493 -2.2687
H 0.0104 3.7323 -1.9759
O 0.9625 3.7695 -1.8011
H -1.5001 2.3072 -2.5517
H -2.3288 3.6129 -2.5335
O -1.6663 3.1191 -2.0343
```

Properties
* <S²>: 0.783
* HOMO-LUMO gap (alpha / beta): 9.3525 / 4.3783 eV
* E_tot: -37922.9866 eV
* total charge: +3
* 2S+1: 2
* LUMO (alpha / beta): -9.6 / -14.6 eV

=====

7.
A structure of composition C4H4AgO4 at a distorted geometry, computed with wB97M-V/def2-TZVPD.

```
13
C4H4AgO4 (wB97M-V/def2-TZVPD)
H -1.9478 4.9367 -0.3774
O -0.6903 -3.4369 -0.8392
C -1.7553 -3.5633 -1.1995
O 1.5161 -0.1574 0.2494
C 1.0306 0.9402 0.4237
Ag 1.6786 -2.7805 0.0498
H 1.6814 1.8208 0.5875
O -0.7334 2.5258 0.7137
C -1.3209 3.2327 -0.2295
C -0.4525 1.1729 0.4269
O -1.2991 4.4678 0.1874
H -0.8639 0.8878 -0.5547
H -0.9138 0.5376 1.1976
```

Properties
* HOMO-LUMO gap: 6.0491 eV
* E_tot: -16391.3113 eV
* total charge: +1
* LUMO: -6.0 eV

=====

8.
A structure of composition C4H4AlCl2HoN2O4 at a distorted geometry, computed with wB97M-V/def2-TZVPD.

```
18
C4H4AlCl2HoN2O4 (wB97M-V/def2-TZVPD)
Al 0.3178 0.5431 -4.3772
Ho -0.4207 0.3933 0.0280
Cl -1.0755 1.0884 -2.5089
Cl 1.7379 -0.2953 -1.0682
C -0.9696 -1.7777 0.7545
C -0.3264 1.5725 -5.9163
C 0.7473 -1.0647 -5.8531
O -1.3274 -2.8846 0.9497
O -0.5136 1.5350 -7.0831
O 0.8684 -1.8754 -6.7451
N 1.2671 0.3801 4.1164
C 0.1270 0.4382 3.4344
N -0.9577 0.3585 4.2353
O 0.0637 0.6235 2.1642
H 1.1544 -0.0148 5.0840
H 1.9239 -0.2102 3.6187
H -1.9143 0.5841 3.9995
H -0.7023 0.6059 5.1671
```

Properties
* <S²>: 6.004
* HOMO-LUMO gap (alpha / beta): 3.5487 / 3.5518 eV
* E_tot: -72776.7721 eV
* total charge: +4
* 2S+1: 5
* LUMO (alpha / beta): -18.7 / -18.7 eV

=====

9.
A structure of composition C4H4Br12 at a distorted geometry, computed with wB97M-V/def2-TZVPD.

```
20
C4H4Br12 (wB97M-V/def2-TZVPD)
C 12.9452 5.4746 7.4463
Br 13.5122 7.0681 8.2779
Br 11.6345 5.8054 6.1117
Br 12.2615 4.1519 8.6549
H 13.8463 4.9554 7.1897
C 13.6883 5.2519 13.0024
Br 15.0761 5.9070 11.6856
Br 14.2149 5.2992 14.8123
Br 13.2596 3.5369 12.3819
H 12.9664 5.9707 12.7502
C 6.4663 4.9428 8.4900
Br 5.4807 5.4412 7.0288
Br 8.1412 4.1893 7.8287
Br 5.5800 3.5056 9.4356
H 6.6799 5.6799 9.1476
C 10.5050 6.8910 10.7777
Br 9.2522 7.6482 9.5444
Br 9.6706 5.3931 11.6471
Br 11.2749 8.1524 11.9569
H 11.3666 6.5587 10.2127
```

Properties
* HOMO-LUMO gap: 9.8301 eV
* E_tot: -844720.7752 eV
* energy relative to the best compared isomer or geometry (same formula, charge and spin): 0.376 eV
* LUMO: -0.2 eV

=====

10.
A cluster of 2 separate species, C4H4BrCl5 in total at a distorted geometry, computed with wB97M-V/def2-TZVPD.

```
14
C4H4BrCl5 (wB97M-V/def2-TZVPD)
C 2.0639 -0.6190 -0.1680
C 1.6450 0.6448 0.3873
C -2.1718 0.3419 0.4812
C -1.4350 -0.1363 -0.6793
Cl 3.7168 -1.1709 0.4349
Cl -1.5130 -0.3529 2.0663
Cl -3.9715 -0.1762 0.4128
Cl -0.9240 -1.6821 -1.0176
Cl -1.3444 0.9972 -1.9354
Br 1.7613 2.1420 -0.5879
H 2.1825 -0.7157 -1.3069
H 1.1901 -1.3342 0.1313
H 1.0026 0.5851 1.3200
H -2.2026 1.4762 0.4613
```

Properties
* HOMO-LUMO gap (alpha / beta): 6.8379 / 8.1153 eV
* E_tot: -136863.9117 eV
* energy relative to the best compared isomer or geometry (same formula, charge and spin): 2.319 eV
* LUMO (alpha / beta): -1.6 / -0.8 eV

=====

11.
An isolated molecule of C4H4BrFOS at a distorted geometry, computed with wB97M-V/def2-TZVPD.

```
12
C4H4BrFOS (wB97M-V/def2-TZVPD)
O -1.3569 -0.2156 2.0136
C -1.5900 -0.4993 0.2803
Br -3.2436 0.3674 -0.1901
C -0.2754 -0.1051 -0.4254
C 0.6437 -1.2197 -0.5099
C 0.1081 -2.3595 -0.2792
F 0.6483 -3.5708 -0.3167
S -1.6211 -2.3293 0.3385
H -1.7883 0.6603 2.1068
H 0.3256 0.6577 0.2440
H -0.3564 0.4386 -1.3530
H 1.6873 -0.8820 -0.7430
```

Properties
* structure (SMILES): O[C@@]1(Br)CC=C(F)S1
* HOMO-LUMO gap: 9.4390 eV
* E_tot: -89852.9237 eV
* energy relative to the best compared isomer or geometry (same formula, charge and spin): 1.182 eV
* LUMO: 0.5 eV

=====

12.
An isolated molecule of C4H4BrIS, computed with wB97M-V/def2-TZVPD.

```
11
C4H4BrIS (wB97M-V/def2-TZVPD)
Br 2.9317 -1.5982 0.0384
C 1.2185 -0.8396 -0.0202
C 0.9213 0.4575 -0.0298
I 2.3463 1.9925 0.0127
C -0.5362 0.7929 -0.1442
C -1.3190 -0.4871 0.1515
S -0.1786 -1.9084 -0.0779
H -0.8123 1.5856 0.5539
H -0.7416 1.1561 -1.1570
H -1.6624 -0.5228 1.1855
H -2.1676 -0.6284 -0.5130
```

Properties
* structure (SMILES): BrC1=C(I)CCS1
* HOMO-LUMO gap: 8.5474 eV
* E_tot: -93190.6752 eV
* energy relative to the best compared isomer or geometry (same formula, charge and spin): 0.000 eV
* LUMO: 0.3 eV